No. 1
# C48H53BF9N13PReS

A molecular structure, C48H53BF9N13PReS (ωB97M-V/def2-TZVPD, the OMol25 dataset).

The value obtained for the HOMO energy (alpha / beta) is -18.050 / -18.050 eV. As for the expectation value of S²: 2.0568. The charge is +4. The energy above the lowest of the compared OMol25 structures with the same formula, charge and spin is 0.0 kcal per mole. Its spin multiplicity is 3.

Last column: Mulliken spin population.
Positions of all 127 atoms, in Å:
Re: 0.39399 0.65953 -0.04085  1.719
C: -1.75246 -0.96017 2.99945  -0.011
C: -0.28448 -0.76121 2.95642  0.014
C: 0.56224 -1.07897 4.01867  -0.002
C: 1.74960 -0.44698 3.75436  0.011
N: 1.65445 0.17944 2.57019  -0.007
N: 0.40015 -0.02900 2.04657  -0.047
B: 2.47623 1.47475 2.25072  0.066
N: 1.41102 2.58503 2.01570  0.005
C: 1.38354 3.83573 2.47147  0.032
C: 0.24527 4.46592 2.01237  -0.001
C: -0.42260 3.53265 1.24311  0.007
C: -1.76608 3.73552 0.64864  0.039
N: 0.31972 2.37902 1.20003  0.002
N: 3.19532 1.37296 0.89439  -0.004
C: 4.44073 1.72507 0.58964  0.022
C: 4.49840 2.02735 -0.75565  0.006
C: 3.21197 1.88194 -1.23762  -0.007
C: 2.80875 2.35615 -2.59741  0.008
N: 2.40521 1.43908 -0.21896  0.067
N: 3.42124 1.71876 3.36716  -0.005
C: 3.25843 2.30141 4.59230  0.000
C: 4.28695 1.90248 5.39143  0.000
C: 5.06169 1.02961 4.59044  0.000
C: 6.32872 0.33432 4.96597  0.000
N: 4.53125 0.89714 3.38657  0.000
H: -2.03995 -2.00891 2.96544  0.001
H: -2.23627 -0.43392 2.19438  0.006
H: -2.11177 -0.54619 3.94328  0.001
H: 0.27941 -1.59773 4.92079  0.001
H: 2.64454 -0.34506 4.35051  0.000
H: 2.17500 4.20930 3.10133  0.001
H: -0.08591 5.46608 2.23935  0.000
H: -2.44890 4.06122 1.43451  0.002
H: -2.18106 2.83471 0.21931  -0.020
H: -1.74432 4.53252 -0.09604  0.002
H: 5.18612 1.77386 1.36659  0.000
H: 5.34908 2.39415 -1.30659  0.000
H: 2.84062 1.57661 -3.35815  0.000
H: 3.53079 3.11061 -2.90536  0.001
H: 1.83453 2.83474 -2.59579  -0.006
H: 2.41547 2.93046 4.82935  0.000
H: 4.47576 2.20090 6.40943  0.000
H: 6.25852 -0.09117 5.96566  0.000
H: 7.16323 1.03570 4.96865  0.000
H: 6.55717 -0.46068 4.25810  0.000
C: -0.88522 2.80788 -2.19120  0.104
N: -0.45968 2.10754 -3.38725  -0.004
C: -0.36624 2.94381 -4.60656  0.003
C: 0.18165 0.95304 -3.26700  -0.024
N: 0.62059 0.56075 -1.99182  -0.126
N: 0.53218 0.21338 -4.30813  0.011
C: 1.55968 -0.83541 -4.23201  0.000
C: -0.23005 0.22278 -5.57666  -0.001
H: -1.51318 3.65010 -2.47169  -0.001
H: -0.02130 3.20698 -1.63926  0.014
H: -1.48530 2.16471 -1.55979  -0.057
H: -0.14016 3.95940 -4.28591  -0.001
H: -1.30274 2.94642 -5.16020  -0.001
H: 0.44247 2.59692 -5.24005  0.000
H: 1.44649 -0.02278 -2.13209  0.048
H: 2.41490 -0.52856 -3.62862  0.004
H: 1.93183 -1.00337 -5.23940  0.001
H: 1.15023 -1.77020 -3.85180  0.002
H: -1.21043 0.66289 -5.41852  0.000
H: -0.36271 -0.81389 -5.87671  0.000
H: 0.30521 0.75022 -6.36388  0.000
C: 2.65511 -4.37888 3.71418  0.000
C: 3.14013 -3.39594 2.70832  -0.001
C: 4.44478 -2.97509 2.56471  -0.008
C: 4.77299 -2.06818 1.55909  0.004
N: 3.81643 -1.57854 0.72736  -0.006
C: 2.59573 -1.96947 0.89951  0.065
S: 1.33706 -1.55955 -0.29434  -0.028
N: 2.23746 -2.86499 1.84856  0.004
C: 6.17208 -1.65371 1.29825  0.000
H: 3.48588 -4.79132 4.28014  0.000
H: 2.12527 -5.19968 3.22594  0.000
H: 1.96533 -3.89420 4.40996  0.000
H: 5.20931 -3.37711 3.21529  0.000
H: 1.26264 -3.13275 1.92715  0.004
H: 6.84011 -1.93894 2.10624  0.000
H: 6.21930 -0.57954 1.13413  0.000
H: 6.51371 -2.13920 0.37874  0.000
F: -2.75076 -4.65409 -5.59514  0.000
C: -2.78099 -3.35599 -5.88957  0.000
F: -1.74123 -3.09446 -6.70946  0.000
F: -3.90410 -3.08048 -6.53855  0.000
C: -2.63729 -2.52033 -4.63312  -0.001
C: -3.62069 -1.63217 -4.24136  0.000
C: -3.45012 -0.87378 -3.08794  -0.005
C: -2.27121 -0.96534 -2.34824  -0.023
C: -1.29837 -1.88787 -2.74644  0.005
C: -1.48348 -2.66829 -3.87050  0.000
P: -2.18300 -0.33995 -0.63237  0.214
C: -2.80289 -1.86548 0.16017  -0.028
C: -4.16618 -2.00346 0.41304  -0.003
C: -4.66683 -3.21121 0.88303  0.000
C: -3.81431 -4.28469 1.07720  0.000
C: -2.46305 -4.16864 0.77757  0.000
C: -1.95895 -2.96304 0.32258  0.002
C: -4.34468 -5.58334 1.65269  0.000
F: -5.63160 -5.74864 1.36725  0.000
F: -3.65832 -6.62664 1.17872  0.000
F: -4.20428 -5.56671 2.98703  0.000
C: -3.47145 0.92920 -0.44674  -0.105
C: -4.05246 1.17125 0.80257  0.030
C: -4.96844 2.19685 0.97137  0.003
C: -5.31505 2.99748 -0.10593  -0.001
C: -4.77586 2.75297 -1.36048  0.004
C: -3.85955 1.72849 -1.52834  0.023
C: -6.23938 4.18396 0.09182  0.000
F: -6.98980 4.39064 -0.98597  0.000
F: -5.48549 5.28001 0.29787  0.000
F: -7.02627 4.01322 1.14836  0.000
H: -4.53440 -1.54623 -4.81469  0.000
H: -4.27392 -0.25570 -2.76323  -0.001
H: -0.41318 -2.05119 -2.14302  -0.007
H: -0.74661 -3.41011 -4.15661  0.000
H: -4.85799 -1.19222 0.23958  0.000
H: -5.72521 -3.31735 1.08304  0.000
H: -1.81557 -5.02912 0.88886  0.000
H: -0.90788 -2.89233 0.08729  -0.018
H: -3.82842 0.55419 1.65898  0.004
H: -5.42060 2.36725 1.93973  0.000
H: -5.08176 3.35573 -2.20637  0.000
H: -3.46123 1.55738 -2.51923  0.000

***

No. 2
# C31H41F3O29

10 unconnected molecules or ions with the total composition C31H41F3O29 in a non-equilibrium geometry (ωB97M-V/def2-TZVPD, the OMol25 dataset).

Its structure (SMILES) is CCOC(=O)C(F)(F)F.O=C1OCCO1.O=C1OCCO1.O=C1OCCO1.O=C1OCCO1.O=C1OCCO1.O=C1OCCO1.O=C1OCCO1.O=C1OCCO1.O=C1OCCO1. The value obtained for the HOMO energy is -10.718 eV. The energy above the lowest of the compared OMol25 structures with the same formula, charge and spin is 0.0 kcal per mole. Its spin multiplicity is 1.

Last column: Mulliken charge in e.
Positions of all 104 atoms, in Å:
C: 15.13013 17.91425 13.58675  -1.356
C: 14.88896 16.89662 12.52448  -0.176
O: 14.57387 15.64516 13.25922  -0.280
C: 13.37908 15.17121 12.96750  0.143
O: 12.55521 15.69425 12.21684  -0.489
C: 12.85664 13.98209 13.83201  1.016
F: 13.80792 13.41053 14.57000  -0.276
F: 11.95346 14.64613 14.61607  -0.259
F: 12.20843 13.07264 13.11615  -0.056
H: 15.75268 17.42903 14.41031  0.279
H: 14.23759 18.32387 14.01938  0.333
H: 15.61660 18.80809 13.20502  0.431
H: 15.75952 16.65155 11.98936  0.392
H: 14.09779 17.16825 11.84362  0.294
O: 8.01757 10.78346 12.86550  -0.511
C: 7.85210 9.66589 13.23987  0.673
O: 8.12332 9.20720 14.46337  -0.226
C: 7.73911 7.79278 14.45920  -0.488
C: 7.53122 7.44632 13.03105  -0.240
O: 7.30111 8.72529 12.45974  -0.405
H: 8.55042 7.17836 14.79760  0.320
H: 6.83454 7.69056 15.03611  0.360
H: 6.63814 6.81670 12.85168  0.310
H: 8.44580 7.06064 12.60469  0.127
O: 10.82495 8.24998 12.26035  -0.614
C: 11.66886 8.68356 12.98411  0.493
O: 11.47504 9.69472 13.74312  0.242
C: 12.64065 9.93568 14.63451  0.095
C: 13.69794 9.00685 14.02529  -0.337
O: 12.91354 8.16198 13.13460  -0.425
H: 12.95665 10.98222 14.45741  -0.427
H: 12.25029 9.85486 15.61984  0.588
H: 14.00929 8.28426 14.76787  0.308
H: 14.42757 9.55553 13.43988  0.230
O: 12.24762 9.09368 6.40847  -0.575
C: 12.60368 8.90846 7.52246  0.737
O: 13.85470 9.02354 7.94524  -0.434
C: 13.84949 8.81520 9.37002  0.387
C: 12.57634 8.16887 9.67060  0.375
O: 11.76268 8.61701 8.58182  -0.316
H: 14.74324 8.29652 9.62860  0.520
H: 13.88052 9.81522 9.81602  -0.403
H: 12.08137 8.51408 10.62651  -0.613
H: 12.61105 7.08090 9.65048  0.340
O: 6.26797 14.57966 13.12618  -0.534
C: 7.14314 15.14087 12.55305  0.537
O: 8.44822 15.03887 12.91819  -0.301
C: 9.24031 15.81089 12.00344  0.663
C: 8.32391 16.04905 10.82691  0.082
O: 6.96074 15.73684 11.32041  -0.412
H: 9.65296 16.66822 12.52652  0.339
H: 10.11598 15.23470 11.74043  -0.654
H: 8.47771 15.39374 9.96758  0.113
H: 8.39338 17.10705 10.55096  0.283
O: 10.43978 10.56731 17.08752  -0.643
C: 9.72458 11.38821 16.56255  0.554
O: 10.10931 12.20478 15.62209  -0.072
C: 8.99477 12.91441 15.05557  0.807
C: 7.85006 12.59589 16.03096  -0.456
O: 8.42393 11.59632 16.94282  -0.371
H: 9.31775 13.98521 15.01767  0.225
H: 8.78660 12.49193 14.07046  -0.545
H: 6.92733 12.35084 15.50960  0.286
H: 7.59194 13.49757 16.61359  0.334
O: 9.22053 14.74560 7.64762  -0.556
C: 9.40853 13.61040 7.28800  0.686
O: 9.26199 12.46592 8.05080  -0.170
C: 9.69349 11.31929 7.24907  0.273
C: 9.71461 11.88803 5.82597  -0.600
O: 9.88315 13.27795 6.08167  -0.386
H: 10.70981 11.06820 7.60908  -0.328
H: 9.09852 10.39172 7.36295  0.403
H: 8.78076 11.69241 5.31575  0.325
H: 10.53836 11.40402 5.29168  0.381
O: 15.40928 11.26044 12.08988  -0.577
C: 15.50250 11.86498 11.07014  0.602
O: 15.88527 11.40420 9.85808  -0.396
C: 15.52495 12.34950 8.84452  0.210
C: 15.27036 13.60931 9.65249  -0.285
O: 15.16030 13.16808 10.96408  -0.129
H: 16.31489 12.45371 8.10579  0.431
H: 14.64741 11.99553 8.30604  -0.106
H: 14.38176 14.08838 9.42622  -0.022
H: 16.06787 14.34004 9.70173  0.416
O: 13.73610 18.62504 9.21533  -0.546
C: 12.77588 18.13806 8.72479  0.628
O: 11.46742 18.26866 8.98590  -0.407
C: 10.75997 17.18669 8.43746  0.443
C: 11.70442 16.69154 7.33323  0.297
O: 12.95227 17.11863 7.83248  -0.366
H: 10.65623 16.46574 9.21700  -0.491
H: 9.78881 17.50694 8.19140  0.473
H: 11.62274 17.09918 6.31642  0.196
H: 11.61321 15.63250 7.27100  -0.193
O: 12.30072 13.48343 8.60247  -0.637
C: 11.77367 12.94176 9.53985  0.084
O: 12.00552 11.62130 9.77143  -0.225
C: 11.19713 11.17633 10.84726  0.811
C: 10.25379 12.35206 11.08067  -0.144
O: 10.94001 13.43184 10.39478  -0.019
H: 10.58000 10.35248 10.57286  0.499
H: 11.86856 11.00727 11.74024  -0.650
H: 10.09472 12.58919 12.16008  -1.000
H: 9.27315 12.19771 10.62495  0.752

***

No. 3
# C2H3Cl3O2P

A gas-phase ion, C2H3Cl3O2P (charge -1) in a non-equilibrium geometry (ωB97M-V/def2-TZVPD, the OMol25 dataset).

Its structure (SMILES) is C[P@](=O)([O-])C(Cl)(Cl)Cl. The value obtained for the HOMO energy is -5.498 eV. The charge is -1. The energy above the lowest of the compared OMol25 structures with the same formula, charge and spin is 0.0 kcal per mole. Its spin multiplicity is 1.

Last column: Mulliken charge in e.
Positions of all 11 atoms, in Å:
C: -1.46518 -0.17126 -0.08078  -1.052
P: 0.00163 1.02715 -0.02064  0.981
O: 0.05779 1.55841 1.35027  -0.703
O: 0.24531 1.80612 -1.23878  -0.734
C: 1.31409 -0.36171 -0.07365  0.146
Cl: 1.15856 -1.56880 -1.41517  -0.202
Cl: 1.16247 -1.35509 1.39731  -0.170
Cl: 2.90684 0.41821 -0.10084  -0.167
H: -2.38681 0.37548 0.02881  0.371
H: -1.40196 -1.02057 -0.81348  0.274
H: -1.59274 -0.70795 0.96694  0.255

***

Q: What is the formula in the second record?
A: C31H41F3O29